(1)
Formula: C28H52Cl2InN3O4Si2
Source: the Open Molecules 2025 dataset
Level of theory: ωB97M-V with the def2-TZVPD basis set

The geometry in XYZ format:
```
92
C28H52Cl2InN3O4Si2 (ωB97M-V with the def2-TZVPD basis set)
In -1.78964 -1.03174 0.21794
Cl -0.14997 -1.86904 -1.11238
Cl -2.29063 -2.87446 1.73035
Si -2.52077 1.65409 3.98731
Si -1.47748 -2.61777 -3.16024
O 2.50629 -1.62921 -2.31099
O 1.15740 3.51544 0.49621
O -0.86674 0.91327 -1.94443
O -3.62574 -0.66190 -0.68067
N 1.39105 2.96507 2.70606
N -5.67611 -0.15699 0.21179
N 1.30178 1.32318 -2.65307
C 3.64475 -3.83473 -2.65352
C 3.84283 1.24147 0.79884
C 3.21787 -1.01514 0.07547
C 4.38810 0.72039 1.97790
C 1.13907 0.61136 -3.92272
C 1.52872 1.87587 3.65798
C 0.22286 1.46272 -1.82302
C -5.46462 1.27779 0.05826
C 3.18143 0.38420 -0.09440
C 2.37551 2.31353 -2.58465
C 3.83598 -2.41000 -2.12483
C -6.66317 -0.56429 1.20853
C -3.95646 0.43875 4.19116
C 5.08605 -1.76990 -2.17992
C -1.12700 0.52779 1.55374
C -0.64881 -3.59948 -4.49608
C 1.96366 4.25594 3.05340
C 2.83477 -2.00800 -0.99757
C 4.14975 -0.61276 2.31522
C -2.68731 -3.66538 -2.16932
C -2.31575 -1.07681 -3.80123
C -4.78293 -1.03780 -0.20831
C 0.98758 2.73751 1.44316
C -3.13324 3.31361 3.33604
C -1.49405 1.73940 5.55725
C 3.55798 -1.46451 1.37883
C -1.50265 1.08429 2.59931
C 6.11959 -2.03596 -3.20192
H 1.50732 -0.42110 -3.82449
H -1.43554 -4.24008 -4.93753
H -2.27593 3.81813 2.85958
H 3.27758 -2.48447 1.64335
H -4.79790 1.65832 0.85037
H 5.45470 -1.33469 -1.24276
H 3.35216 1.82946 -2.46735
H 0.41649 2.16385 -0.98444
H 2.14923 -2.82994 -0.70348
H 0.16571 -4.22761 -4.09696
H 4.43834 -0.99988 3.29671
H 3.06247 4.20788 3.06380
H -2.12594 -1.05990 -4.89224
H -3.90404 3.14788 2.56475
H 0.45029 1.77876 1.33039
H 1.74401 1.11612 -4.68124
H 2.59096 1.62000 3.81131
H -0.71373 0.96169 5.50837
H 3.98085 2.29208 0.52824
H -5.03835 1.49295 -0.92434
H -4.81781 0.73076 3.56530
H -2.60739 -4.70756 -2.52635
H -3.61809 -0.56718 3.87497
H 3.23937 -3.74006 -3.66245
H 0.98598 1.00546 3.27058
H 2.20459 2.95497 -1.71110
H 6.65239 -1.08724 -3.30490
H -6.86051 -1.63703 1.10813
H -6.44554 1.74969 0.16147
H -1.00771 2.72182 5.67175
H 2.38560 2.90911 -3.50576
H -3.40417 -1.15724 -3.63466
H 2.94521 -4.38811 -1.99166
H 5.67285 -2.26209 -4.17654
H -2.50796 -3.68209 -1.07918
H -4.28477 0.38893 5.24470
H 0.08034 0.58814 -4.20234
H -6.29873 -0.34696 2.22581
H 2.59108 0.75874 -0.93185
H -2.12332 1.54744 6.44177
H -5.08560 -2.10021 -0.15473
H -0.27463 -2.90604 -5.27203
H 4.55846 -4.42113 -2.72497
H -3.72076 -3.31165 -2.33384
H -1.93584 -0.15337 -3.32964
H 4.99715 1.34228 2.63816
H 1.62466 4.53285 4.05812
H -7.57919 0.02316 1.06201
H 1.10176 2.16365 4.62683
H 6.88414 -2.80155 -2.99983
H 1.63316 4.99411 2.32037
H -3.54332 3.94918 4.13431
```

Relative energy (zero: lowest compared OMol25 entry of this formula, charge and spin) = 171.0 kcal per mole



(2)
Formula: C28H52ClFIN2O7S3Si
Source: the Open Molecules 2025 dataset
Level of theory: ωB97M-V with the def2-TZVPD basis set

The geometry in XYZ format:
```
96
C28H52ClFIN2O7S3Si (ωB97M-V with the def2-TZVPD basis set)
I -2.54942 2.40377 4.41833
Cl -0.93995 -0.22102 6.07198
S -5.82861 -3.79434 0.20971
S 0.68974 2.63669 4.86380
S -3.12675 -3.47558 -0.80775
Si 3.77359 -2.50666 0.64133
F 1.49133 3.42481 3.81429
O 6.15309 3.30416 -1.66540
O 3.11789 -1.31470 1.62755
O 4.46061 2.02854 -2.36506
O 1.53094 1.58537 5.31046
O 0.07442 3.56574 5.73266
O -5.72192 -1.43200 -4.63751
O -0.36119 2.61199 2.51458
N -0.28250 -0.01403 2.06835
N -5.44033 -2.86298 -2.22661
C 0.73849 3.09643 -0.24771
C -0.98923 -0.65959 4.36471
C 1.54628 4.23310 -2.43894
C -0.25646 0.40211 3.52250
C -2.36329 -1.12092 3.87147
C -5.21864 -0.77579 -3.50576
C -1.18186 2.27369 1.40729
C 1.74930 -1.38053 1.90192
C -1.62784 -1.31711 -0.14197
C 2.92586 -2.51462 -1.02615
C 3.06749 4.04439 -2.61397
C 3.59254 -4.17317 1.46676
C 1.10358 4.40593 -0.98390
C 1.11555 -0.04876 1.52688
C 5.70362 2.59561 -2.51687
C -1.47739 0.20982 -0.13271
C -5.79374 -1.41902 -2.27191
C -4.90829 -3.30867 -1.01489
C -5.39920 -2.81614 -4.68275
C 5.58281 -2.16528 0.37982
C -3.15902 -1.90652 4.90141
C -1.32615 0.74017 1.27364
C 6.43433 2.22960 -3.77204
C -0.70628 3.12068 0.22530
C -2.43387 -1.86148 -1.31121
C 3.44996 2.67596 -3.15143
C -0.56964 1.90042 3.68441
C -4.72160 -3.32004 -3.42378
H -4.71358 -2.98312 -5.51163
H -0.65474 0.49962 -0.77691
H 0.84543 2.28853 -0.97009
H -0.34752 -1.53647 4.31089
H 3.44277 -3.20456 -1.68421
H -2.53633 -2.65312 5.38214
H 0.23358 5.05592 -0.98696
H -0.58641 -0.98867 2.07637
H -3.61758 -1.25777 5.63464
H 1.19877 5.08971 -3.00366
H 3.02231 -1.52080 -1.45877
H -0.63076 -1.75643 -0.18380
H 1.05542 3.36053 -2.86535
H -2.25179 0.48303 1.77904
H 5.81372 1.63881 -4.43291
H 5.91046 -1.28295 0.92093
H 1.88351 4.90313 -0.41794
H -1.38858 2.97701 -0.60606
H 5.76656 -1.98030 -0.67032
H 2.61167 1.98839 -3.13461
H 3.45683 -4.91091 0.67783
H 6.69814 3.14736 -4.28580
H -6.30526 -3.38458 -4.86754
H -2.97659 -0.31700 3.48275
H -3.67742 -3.00313 -3.43818
H 3.79417 2.74213 -4.18231
H -2.19818 2.63026 1.56370
H -3.21975 -1.18308 -1.60959
H 7.32710 1.68577 -3.49274
H 1.42693 2.90072 0.56309
H -2.06020 -1.65869 0.79761
H 3.54055 4.14660 -1.64319
H 1.25189 -2.17371 1.33547
H 1.70143 0.77050 1.91661
H -5.55251 0.25573 -3.54451
H -4.72565 -4.40353 -3.42111
H -6.87423 -1.33871 -2.35686
H 3.46364 4.83292 -3.24264
H -4.12555 -0.75386 -3.49608
H 2.72296 -4.25899 2.11177
H 1.11598 0.03905 0.44928
H -1.77802 -2.05828 -2.15119
H 4.49406 -4.44336 2.00269
H 6.16529 -3.02822 0.68239
H -0.89153 4.13370 0.57892
H -5.52497 -0.90486 -1.35349
H 1.61565 -1.58094 2.96767
H -2.18830 -1.81329 3.04455
H -3.93791 -2.45193 4.37974
H -2.37009 0.66249 -0.55455
H 0.78345 0.30063 3.80896
H 1.87288 -2.78132 -0.98488
```

Net charge = +1



(3)
Formula: C28H52ClN5O7
Source: the Open Molecules 2025 dataset
Level of theory: ωB97M-V with the def2-TZVPD basis set

The geometry in XYZ format:
```
93
C28H52ClN5O7 (ωB97M-V with the def2-TZVPD basis set)
Cl 6.21344 2.37654 2.23545
O -6.54927 0.39209 0.79271
O 0.61783 -1.08200 -5.09285
O -1.34487 3.19846 2.31386
O 6.46568 5.29743 -0.10540
O -2.16562 -5.56366 -1.84269
O 4.57712 4.49902 0.74789
O 0.87616 -0.81850 3.00777
N 3.07707 -0.92573 3.57216
N -2.06629 -4.90177 0.33149
N -3.27213 2.00871 2.29382
N -7.38627 1.11360 -1.19277
N 0.10730 -3.27765 -4.88677
C -1.79370 -6.24863 0.80358
C 4.10313 -0.71492 4.57599
C -2.56236 3.13908 2.39053
C -7.14512 1.21922 0.12395
C 0.97669 2.34274 -0.16848
C -2.56047 0.75575 2.08611
C 1.77961 -0.66543 3.81122
C -2.15442 -3.81789 1.29417
C 0.94920 1.18282 0.55355
C 3.46276 -1.43205 2.26546
C 3.45536 3.79751 0.19495
C 7.30565 0.81174 0.30729
C 0.70000 -2.22943 -5.48732
C 1.06849 2.37204 -1.54419
C 1.03376 -0.00358 -0.14103
C 1.15351 1.18073 -2.22886
C 6.15737 2.97286 -0.50710
C 6.13735 1.80593 0.51131
C -8.10195 2.13729 -1.93044
C 2.33409 3.83572 1.24480
C -6.91279 -0.06671 -1.89783
C 5.73206 4.33843 0.04902
C -0.68196 -3.02535 -3.69261
C 0.92882 3.65767 0.60000
C -4.72393 1.98581 2.38680
C 0.22949 -4.63379 -5.38458
C 1.14603 0.00602 -1.50382
C -2.22871 -4.69922 -0.98666
H 2.41167 4.74482 1.84329
H -2.95717 -4.02365 2.00495
H -1.21068 -3.72877 1.83519
H 7.84395 0.69819 1.24756
H -2.43091 -3.64387 -1.23855
H -5.11142 2.99284 2.54209
H -0.87515 -6.61898 0.34682
H 1.23993 1.20050 -3.30911
H 5.17531 1.30240 0.41482
H 1.28004 -2.50637 -6.38434
H -9.00134 1.70736 -2.37521
H -8.38902 2.95186 -1.26880
H -1.86696 0.58318 2.91041
H -5.82895 -0.14011 -1.80348
H 6.89544 -0.16752 0.05431
H -0.75960 -5.02623 -5.62757
H 1.59620 -0.28271 4.82879
H -7.54379 2.14916 0.56396
H -5.02183 1.35468 3.22599
H 2.47967 2.94497 1.86490
H -2.36146 -2.87660 0.78927
H 5.55192 2.75660 -1.39366
H 0.84920 -4.65500 -6.27918
H -1.48905 -2.33160 -3.93397
H -1.09996 -3.95515 -3.31353
H 3.68602 2.74134 0.02100
H 0.73376 4.51150 -0.05699
H 3.11459 4.22646 -0.75524
H -3.18486 4.03563 2.54596
H 2.94847 -2.37468 2.07012
H -7.18350 -0.00472 -2.94867
H 3.17396 -0.71657 1.49419
H 7.18348 3.08612 -0.85402
H 4.53826 -1.59001 2.23212
H 0.68612 -5.26561 -4.62046
H 0.20238 3.60585 1.42174
H 1.23139 -0.94863 -2.01212
H -5.13809 1.57805 1.46916
H 4.83366 0.00780 4.20667
H 0.87144 1.17891 1.63260
H -1.98424 0.80910 1.16084
H -3.27092 -0.06570 2.02770
H -0.04928 -2.56868 -2.93029
H 1.03603 -0.93268 0.41870
H 1.08875 3.33380 -2.04346
H -7.46355 2.53195 -2.72297
H -2.61101 -6.91101 0.51622
H -1.68822 -6.24804 1.88554
H -7.35747 -0.95970 -1.45752
H 4.60799 -1.65977 4.78817
H 3.66267 -0.33467 5.49527
H 8.01798 1.18306 -0.42968
```

SMILES = C[C@@H](Cl)CC(=O)OCCCc1ccccc1.CN(C)C=O.CN(C)C=O.CN(C)C=O.CN(C)C=O.CN(C)C=O



Listing gap between HOMO and LUMO for the structures above in their given order: 2.515, 7.834, 8.910 eV.
Listing maximum force for the structures above in their given order: 0.0589, 0.0220, 0.0505 hartree/bohr.
Listing calculated total energy for the structures above in their given order: -3252.6828, -4075.8216, -2358.7501 Ha.